Run a
{"formula": "CH14N2O4", "method": "the ωB97M-V functional and the def2-TZVPD basis", "smiles": "NCN.O.O.O.O", "molar_mass_g_mol": 118.1, "multiplicity": 1, "orbital_gap_ev": 9.9, "e_lumo_ev": 0.50, "symbols": ["N", "C", "N", "H", "H", "H", "H", "H", "H", "H", "H", "O", "H", "H", "O", "H", "H", "O", "H", "H", "O"], "positions_angstrom": [[2.87466, 0.33856, -0.15761], [1.79056, 0.68415, 0.87613], [0.53411, 1.34847, 0.57960], [2.80520, 0.86630, -1.09182], [2.62440, -0.54369, -0.61496], [2.32153, 1.18620, 1.72024], [1.51304, -0.27197, 1.23725], [0.06554, 0.72614, -0.05822], [0.63524, 2.26160, 0.07699], [-3.53141, 0.63652, 0.02213], [-2.23209, -0.19454, 0.15185], [-2.99663, 0.00313, -0.46301], [-1.35458, 0.17279, 2.72328], [-0.98295, 1.21711, 1.65492], [-1.75254, 0.70265, 2.04526], [-1.74353, -1.12202, -2.51812], [-1.43868, 0.06458, -2.20348], [-0.85136, -0.68691, -2.24479], [-0.09548, -2.02186, -0.65573], [0.95689, -3.16449, -0.53643], [0.85809, -2.20273, -0.54351]], "lowdin_charge": [-0.021, -0.331, -0.017, 0.083, 0.019, 0.108, 0.074, 0.046, 0.110, 0.035, 0.033, -0.094, 0.025, 0.019, -0.095, 0.103, 0.003, -0.098, 0.023, 0.046, -0.070]}


Run b
{"formula": "CH14N2O4", "method": "the ωB97M-V functional and the def2-TZVPD basis", "smiles": "NCN.O.O.O.O", "molar_mass_g_mol": 118.1, "multiplicity": 1, "orbital_gap_ev": 9.5, "e_lumo_ev": 0.40, "symbols": ["N", "C", "N", "H", "H", "H", "H", "H", "H", "H", "H", "O", "H", "H", "O", "H", "H", "O", "H", "H", "O"], "positions_angstrom": [[1.97100, -0.27154, -0.82318], [0.79255, -0.26242, -1.64417], [-0.30483, 0.65110, -1.29571], [2.58817, 0.52574, -0.91032], [1.85028, -0.63090, 0.10819], [1.19343, -0.07000, -2.64643], [0.30781, -1.23698, -1.73694], [-0.74569, 0.27322, -0.45854], [0.08130, 1.51407, -0.89283], [-1.15097, 3.14237, 1.69413], [-1.91974, 2.37141, 0.65866], [-1.24654, 2.27127, 1.33234], [-4.05731, 1.17806, -1.60464], [-3.43802, 2.22326, -2.55236], [-3.99331, 2.11405, -1.79487], [-0.31592, -1.18246, 2.78605], [1.03014, -1.78622, 3.03819], [0.44703, -1.12909, 3.39850], [2.85855, -3.81561, 1.06440], [1.73322, -2.74515, 0.80177], [2.31885, -3.13420, 1.47776]], "lowdin_charge": [0.002, -0.388, -0.014, 0.071, 0.042, 0.100, 0.100, 0.042, 0.055, 0.028, 0.024, -0.047, 0.030, 0.019, -0.052, 0.045, -0.014, -0.058, 0.044, 0.030, -0.059]}


Run c
{"formula": "CH14N2O4", "method": "the ωB97M-V functional and the def2-TZVPD basis", "smiles": "NCN.O.O.O.O", "molar_mass_g_mol": 118.1, "multiplicity": 1, "orbital_gap_ev": 9.7, "e_lumo_ev": 0.61, "symbols": ["N", "C", "N", "H", "H", "H", "H", "H", "H", "H", "H", "O", "H", "H", "O", "H", "H", "O", "H", "H", "O"], "positions_angstrom": [[-0.95779, -0.90544, -2.62063], [-1.04995, 0.26504, -1.78954], [-0.88941, 0.08730, -0.33108], [-1.75332, -1.52161, -2.56350], [-0.08705, -1.40734, -2.49646], [-2.09596, 0.60029, -1.89639], [-0.47771, 1.11932, -2.15048], [-0.23851, -0.68494, -0.24297], [-1.76143, -0.25167, 0.05906], [0.02802, 0.93540, 3.93014], [1.08082, 0.78847, 2.85655], [0.51226, 0.25980, 3.43732], [-0.95268, 3.16877, 0.90306], [-0.62740, 1.80830, 0.41848], [-0.95954, 2.25850, 1.24854], [0.98610, -1.13249, 1.98137], [0.75514, -2.21027, 0.98284], [1.41322, -1.54459, 1.20950], [1.95061, -0.99756, -0.39793], [2.90919, 0.01376, -1.27440], [2.21537, -0.64905, -1.26348]], "lowdin_charge": [0.006, -0.361, -0.008, 0.061, 0.052, 0.111, 0.102, 0.028, 0.082, 0.051, 0.045, -0.064, 0.029, 0.006, -0.123, 0.030, 0.061, -0.051, -0.023, 0.037, -0.071]}


Short version: run c is the most stable of them.


Run a
{"formula": "C3H3BrO", "method": "the ωB97M-V functional and the def2-TZVPD basis", "molar_mass_g_mol": 135.0, "multiplicity": 1, "orbital_gap_ev": 8.3, "e_lumo_ev": -0.22, "symbols": ["C", "C", "C", "O", "Br", "H", "H", "H"], "positions_angstrom": [[1.42160, 0.15663, -0.62022], [2.15802, 2.44079, 0.31798], [0.09201, -0.19402, -0.16301], [2.81100, 3.27947, -0.06338], [2.86297, -0.87406, 0.01590], [-0.00854, -0.69284, 0.73082], [0.03225, -0.89480, -1.06123], [-0.77923, 0.53315, -0.28378]], "lowdin_charge": [-0.641, -0.021, -0.264, 0.064, 0.613, 0.026, 0.116, 0.107]}


Run b
{"formula": "C3H3BrO", "method": "the ωB97M-V functional and the def2-TZVPD basis", "smiles": "CC(Br)=C=O", "molar_mass_g_mol": 135.0, "multiplicity": 1, "orbital_gap_ev": 8.7, "e_lumo_ev": -0.08, "symbols": ["C", "C", "C", "O", "Br", "H", "H", "H"], "positions_angstrom": [[-0.39212, -0.12070, 0.02128], [-0.91311, -1.31983, -0.29369], [0.89624, 0.57247, 0.11421], [-1.37716, -2.33756, -0.62236], [-1.93868, 1.01148, 0.43723], [1.09317, 1.17095, -0.76126], [1.70415, -0.12171, -0.01215], [0.92752, 1.14489, 1.11674]], "lowdin_charge": [-0.673, -0.270, -0.165, 0.168, 0.692, 0.071, 0.069, 0.109]}


Run c
{"formula": "C3H3BrO", "method": "the ωB97M-V functional and the def2-TZVPD basis", "molar_mass_g_mol": 135.0, "multiplicity": 1, "orbital_gap_ev": 9.9, "e_lumo_ev": -0.27, "symbols": ["C", "C", "C", "O", "Br", "H", "H", "H"], "positions_angstrom": [[0.24253, 2.25815, -1.14915], [0.29750, 2.05592, -2.57298], [0.35872, 2.59268, 0.12087], [-0.63892, 1.41828, -1.90961], [-0.04098, -2.23265, 0.19950], [-0.43906, 2.12758, 0.91948], [0.54314, -1.86500, -1.14681], [1.06485, 3.27059, 0.43217]], "lowdin_charge": [-0.313, 0.082, 0.049, 0.019, 0.220, 0.136, -0.214, 0.021]}


Short version: run b is the most stable of them.


Run a
{"formula": "C4H10N2S2", "method": "the ωB97M-V functional and the def2-TZVPD basis", "molar_mass_g_mol": 150.3, "multiplicity": 1, "orbital_gap_ev": [7.2, 7.2], "e_lumo_ev": [0.10, 0.09], "symbols": ["C", "C", "C", "C", "N", "N", "S", "S", "H", "H", "H", "H", "H", "H", "H", "H", "H", "H"], "positions_angstrom": [[-2.01216, 0.17336, 0.17734], [0.10927, 1.57311, 1.09932], [1.18198, -1.66434, 0.22968], [1.01198, 0.33008, -1.15139], [0.05653, 0.18206, 1.02728], [0.89423, -0.30939, 0.15083], [-2.75860, 1.53913, -0.25382], [-2.27473, -1.41892, -0.12364], [0.18135, 1.85199, 2.08871], [0.88514, 1.98852, 0.58793], [-0.80186, 2.09203, 0.73180], [1.59415, -2.07891, -0.71213], [1.91580, -1.76644, 0.99457], [0.29703, -2.31131, 0.65850], [0.23760, 1.08003, -1.37691], [1.96511, 0.66730, -1.19136], [0.96973, -0.37313, -1.92094], [-3.45255, -1.55517, -1.01577]], "lowdin_charge": [-1.221, -0.182, -0.096, -0.029, -0.022, -0.302, 0.603, 0.692, 0.068, 0.055, -0.008, 0.099, 0.070, 0.097, 0.103, 0.060, 0.068, -0.055]}


Run b
{"formula": "C4H10N2S2", "method": "the ωB97M-V functional and the def2-TZVPD basis", "smiles": "CC(C)(S)C(=S)NN", "molar_mass_g_mol": 150.3, "multiplicity": 1, "orbital_gap_ev": 9.0, "e_lumo_ev": 0.59, "symbols": ["C", "C", "C", "C", "H", "H", "H", "H", "H", "H", "H", "H", "H", "H", "N", "N", "S", "S"], "positions_angstrom": [[1.09863, -1.36207, -0.95036], [0.67729, -0.24407, 0.00381], [0.95532, -0.65919, 1.45476], [-0.82606, 0.07411, -0.11181], [0.54190, -2.26084, -0.72986], [0.90744, -1.09651, -1.98909], [2.17206, -1.55494, -0.86550], [2.00801, -0.88917, 1.60590], [0.34635, -1.55506, 1.69131], [0.71956, 0.13512, 2.17141], [1.57446, 1.28449, -1.64308], [-0.44952, 2.04906, 0.06780], [-2.94971, 1.31505, 0.73462], [-2.92122, 1.50023, -0.88595], [-1.16141, 1.34786, -0.01869], [-2.48577, 1.82697, -0.00787], [1.75107, 1.22682, -0.29279], [-1.95839, -1.13786, -0.23462]], "lowdin_charge": [-0.142, -0.856, -0.124, -0.813, 0.052, 0.079, 0.083, 0.078, 0.091, 0.084, -0.095, 0.069, 0.061, 0.079, -0.125, 0.023, 0.795, 0.661]}


Short version: run b is the most stable of them.


Run a
{"formula": "C2H5NO3", "method": "the ωB97M-V functional and the def2-TZVPD basis", "smiles": "O=C=O.NCO", "molar_mass_g_mol": 91.1, "multiplicity": 1, "orbital_gap_ev": 10.2, "e_lumo_ev": 0.52, "symbols": ["C", "C", "N", "O", "O", "O", "H", "H", "H", "H", "H"], "positions_angstrom": [[-0.08613, -0.26908, 0.60482], [-0.49577, 1.96381, -1.66659], [1.12844, -0.88804, 0.15476], [-1.62156, 1.54809, -1.77393], [-0.79753, -1.21331, 1.38304], [0.61344, 2.40281, -1.61842], [-0.78934, -0.00392, -0.23103], [-0.29516, -1.31286, 2.20584], [0.11570, 0.61788, 1.21162], [1.03226, -1.04097, -0.85011], [1.19565, -1.80441, 0.58000]], "lowdin_charge": [-0.370, -0.352, 0.016, 0.153, -0.071, 0.181, 0.104, 0.088, 0.111, 0.071, 0.069]}


Run b
{"formula": "C2H5NO3", "method": "the ωB97M-V functional and the def2-TZVPD basis", "molar_mass_g_mol": 91.1, "multiplicity": 1, "orbital_gap_ev": [7.2, 7.9], "e_lumo_ev": [-2.08, -1.45], "symbols": ["C", "O", "O", "H", "H", "C", "O", "N", "H", "H", "H"], "positions_angstrom": [[-0.81351, 0.51370, 0.49987], [-1.75601, 0.33595, -0.51751], [-0.92878, -0.17452, 1.57316], [-2.15143, -0.53514, -0.35567], [-0.66118, 1.59967, 0.61955], [1.15220, 0.23553, -1.28272], [1.17819, -1.22284, 1.23484], [0.70822, -0.00678, -0.13469], [0.52797, -1.47181, 1.91107], [0.52017, 0.61555, -2.09054], [2.22415, 0.11069, -1.45736]], "lowdin_charge": [-0.543, 0.005, -0.110, 0.108, 0.147, 0.062, -0.023, 0.095, 0.038, 0.115, 0.107]}


Run c
{"formula": "C2H5NO3", "method": "the ωB97M-V functional and the def2-TZVPD basis", "molar_mass_g_mol": 91.1, "multiplicity": 1, "orbital_gap_ev": 9.8, "e_lumo_ev": 0.17, "symbols": ["C", "C", "N", "O", "O", "O", "H", "H", "H", "H", "H"], "positions_angstrom": [[-1.06574, 0.21760, 0.70825], [0.37349, 0.29586, -1.04703], [1.57783, -0.32434, -0.84685], [-0.74758, -0.92154, 0.19133], [-1.13329, 0.32750, 2.05684], [-0.11989, 0.70291, -2.05159], [-0.66145, -0.43871, 2.42345], [1.60727, -0.96210, -0.06475], [1.94531, -0.72754, -1.69877], [-1.84209, 0.84963, 0.25316], [0.06616, 0.98073, 0.07596]], "lowdin_charge": [-0.420, -0.474, 0.135, -0.090, 0.083, 0.103, 0.125, 0.100, 0.114, 0.162, 0.161]}


Run d
{"formula": "C2H5NO3", "method": "the ωB97M-V functional and the def2-TZVPD basis", "smiles": "NC=O.O=CO", "molar_mass_g_mol": 91.1, "multiplicity": 1, "orbital_gap_ev": 10.9, "e_lumo_ev": 0.43, "symbols": ["C", "N", "O", "H", "H", "H", "O", "C", "O", "H", "H"], "positions_angstrom": [[-1.97146, -0.37623, 0.88955], [-1.70767, 0.74136, 0.15654], [-2.13450, -0.37284, 2.08145], [-2.04683, -1.30662, 0.28719], [-1.42541, 1.54951, 0.69105], [-1.22663, 0.66240, -0.72372], [3.53796, -0.37478, -0.46584], [2.43605, -0.33284, -0.89247], [1.49477, 0.58341, -0.46259], [2.09488, -0.92211, -1.76931], [0.94885, 0.14874, 0.20814]], "lowdin_charge": [-0.438, 0.110, 0.023, 0.129, 0.107, 0.081, 0.117, -0.365, 0.011, 0.140, 0.085]}


Short version: run a is the most stable of them.


Run a
{"formula": "C3H5F2N", "method": "the ωB97M-V functional and the def2-TZVPD basis", "molar_mass_g_mol": 93.1, "multiplicity": 1, "orbital_gap_ev": 9.0, "e_lumo_ev": 0.95, "symbols": ["C", "C", "C", "N", "F", "F", "H", "H", "H", "H", "H"], "positions_angstrom": [[-0.32435, 0.11688, 0.97523], [0.21882, 1.17776, -0.00100], [0.60769, -0.86426, -0.80178], [-0.40325, -1.13844, 0.25179], [-0.82498, 1.60658, -0.76600], [0.27377, -1.20827, -2.07835], [0.35180, -0.04746, 1.88841], [-1.24515, 0.50670, 1.38774], [0.97915, 2.02907, 0.04069], [1.68783, -1.03629, -0.62420], [-1.32133, -1.14227, -0.27253]], "lowdin_charge": [-0.252, -0.119, -0.161, -0.039, -0.048, 0.012, 0.129, 0.099, 0.125, 0.120, 0.134]}


Run b
{"formula": "C3H5F2N", "method": "the ωB97M-V functional and the def2-TZVPD basis", "smiles": "FC(F)[C@H]1CN1", "molar_mass_g_mol": 93.1, "multiplicity": 1, "orbital_gap_ev": 11.5, "e_lumo_ev": 1.12, "symbols": ["C", "C", "C", "H", "H", "H", "H", "H", "N", "F", "F"], "positions_angstrom": [[-0.11676, 0.44279, -1.00222], [0.63385, 0.50095, 0.22914], [-0.22960, -0.35993, 1.12278], [0.44429, 0.27795, -1.96997], [1.19113, 1.32295, 0.63264], [-0.20822, -0.16515, 2.18802], [-1.18642, -0.75433, 0.90208], [0.54795, -1.30313, -0.35255], [1.00498, -0.89813, 0.49980], [-1.06074, -0.64893, -0.84696], [-1.02046, 1.58495, -1.40278]], "lowdin_charge": [-0.199, -0.222, -0.128, 0.173, 0.146, 0.103, 0.102, 0.098, 0.067, -0.082, -0.059]}


Short version: run b is the most stable of them.